[1]
ORCA calculation (ωB97M-V with the def2-TZVPD basis set) on 4 unconnected molecules or ions with the total composition H8O4 at a distorted geometry.

Computed properties:
HOMO level	-11.02	eV
energy above the lowest of the compared OMol25 structures with the same formula, charge and spin	1.007	eV
lowest unoccupied orbital energy	0.20	eV
calculated total energy	-8319.669	eV
SMILES string	O.O.O.O

ORCA input file:
```
! RIJCOSX wB97M-V def2-TZVPD def2/J DEFGRID3
* xyz 0 1
O 0.886 1.263 -0.211
H 0.966 1.913 -0.886
H 0.269 1.653 0.401
O 0.853 -0.329 2.133
H 1.222 0.521 1.941
H 0.661 -0.739 1.290
O -2.283 -0.010 -1.090
H -1.867 0.587 -1.756
H -1.560 -0.490 -0.804
O -0.053 -1.371 -0.263
H 0.570 -0.767 -0.645
H 0.336 -2.228 -0.107
*
```

[2]
ORCA calculation (ωB97M-V with the def2-TZVPD basis set) on C6H13NO3 in the gas phase at a distorted geometry.

Computed properties:
HOMO level	-9.13	eV
energy above the lowest of the compared OMol25 structures with the same formula, charge and spin	2.891	eV
lowest unoccupied orbital energy	0.48	eV
calculated total energy	-14063.738	eV
SMILES string	C[C@@H]1NC[C@H](O)[C@H](O)[C@H]1O

ORCA input file:
```
! RIJCOSX wB97M-V def2-TZVPD def2/J DEFGRID3
* xyz 0 1
C -2.392 0.184 0.715
C -1.377 -0.752 0.113
C 0.678 -0.345 1.354
C 1.451 0.262 0.211
C 0.501 0.686 -0.831
C -0.597 -0.415 -1.146
H -2.977 0.675 -0.167
H -1.967 1.011 1.342
H -3.280 -0.397 1.282
H -1.984 -1.588 -0.092
H -0.627 -1.914 1.752
H 1.334 -0.923 2.066
H 0.267 0.524 1.941
H 2.106 -0.535 -0.277
H 3.129 0.903 1.026
H 1.174 0.864 -1.744
H 0.461 2.541 -0.420
H -1.340 -0.044 -1.831
H 0.417 -1.908 -0.774
N -0.326 -1.300 0.961
O 2.292 1.306 0.533
O -0.237 1.858 -0.501
O -0.057 -1.643 -1.698
*
```

[3]
ORCA calculation (ωB97M-V with the def2-TZVPD basis set) on a molecular structure, C26H28F5O4OsP2Se2.

Computed properties:
expectation value of S²	6.032
HOMO level (spin up / spin down)	-11.48 / -11.97	eV
energy above the lowest of the compared OMol25 structures with the same formula, charge and spin	0.077	eV
lowest unoccupied orbital energy (spin up / spin down)	-3.56 / -5.50	eV
calculated total energy	-200927.652	eV

ORCA input file:
```
! RIJCOSX wB97M-V def2-TZVPD def2/J DEFGRID3
* xyz 1 5
Os 0.277 -0.337 0.024
Se 2.329 -0.957 1.139
P 2.720 -2.139 -0.734
Se 1.411 -1.255 -2.223
C 2.357 -3.863 -0.407
C 3.264 -4.601 0.357
C 2.988 -5.925 0.644
C 1.817 -6.508 0.171
C 0.919 -5.771 -0.585
C 1.182 -4.441 -0.876
C 4.457 -1.937 -1.135
C 4.850 -2.003 -2.469
C 6.197 -1.923 -2.784
C 7.140 -1.775 -1.777
C 6.744 -1.701 -0.448
C 5.401 -1.779 -0.121
H 4.181 -4.151 0.715
H 3.687 -6.504 1.231
H 1.607 -7.545 0.396
H 0.008 -6.228 -0.948
H 0.478 -3.856 -1.451
H 4.113 -2.109 -3.255
H 6.508 -1.971 -3.819
H 8.190 -1.708 -2.028
H 7.480 -1.574 0.334
H 5.094 -1.702 0.915
C -2.684 0.020 3.849
C -3.201 -0.937 2.794
C -3.043 -2.387 3.220
C -4.626 -0.615 2.380
O -2.328 -0.689 1.626
P -2.166 -1.540 0.324
O -3.297 -2.323 -0.144
O -0.727 -2.125 0.383
O -1.702 -0.241 -0.681
C -2.456 0.269 -1.890
C -1.665 1.457 -2.392
C -2.505 -0.852 -2.911
C -3.828 0.677 -1.391
H -3.282 -0.078 4.755
H -2.752 1.050 3.498
H -1.645 -0.205 4.093
H -3.639 -2.574 4.113
H -1.999 -2.608 3.449
H -3.389 -3.061 2.435
H -5.297 -0.742 3.229
H -4.948 -1.281 1.579
H -4.695 0.418 2.037
H -0.638 1.185 -2.644
H -1.654 2.267 -1.664
H -2.144 1.824 -3.300
H -1.501 -1.127 -3.237
H -3.062 -0.502 -3.780
H -3.010 -1.727 -2.508
H -3.738 1.413 -0.591
H -4.381 -0.189 -1.029
H -4.389 1.123 -2.212
F -1.505 2.069 1.089
C -0.364 2.557 0.589
C 0.597 1.681 0.078
C 1.757 2.285 -0.420
F 2.740 1.538 -0.932
C 1.952 3.652 -0.420
F 3.068 4.178 -0.908
C 0.965 4.479 0.095
F 1.133 5.787 0.102
C -0.202 3.927 0.604
F -1.149 4.716 1.097
*
```

[4]
ORCA calculation (ωB97M-V with the def2-TZVPD basis set) on 2 unconnected molecules or ions with the total composition C6H14NO at a distorted geometry.

Computed properties:
HOMO level	-12.33	eV
energy above the lowest of the compared OMol25 structures with the same formula, charge and spin	5.840	eV
lowest unoccupied orbital energy	-8.80	eV
calculated total energy	-9974.404	eV

ORCA input file:
```
! RIJCOSX wB97M-V def2-TZVPD def2/J DEFGRID3
* xyz 1 1
O -1.855 0.400 -0.263
C -0.924 0.870 -0.976
C 0.324 0.249 -1.360
C 0.693 -1.092 -0.607
C 1.175 -0.885 0.920
C 1.813 0.476 1.158
C 2.805 0.913 0.112
N -4.784 -0.453 0.027
H -1.089 1.970 -1.477
H 0.359 0.285 -2.432
H -0.184 -1.755 -0.545
H 1.472 -1.726 -1.130
H 0.260 -1.023 1.588
H 1.832 -1.759 1.212
H 1.017 1.299 1.137
H 2.231 0.444 2.170
H 2.277 0.913 -0.866
H 3.557 0.154 -0.169
H 3.254 1.847 0.379
H -5.391 -1.178 0.500
H -3.820 -0.505 0.430
H -5.023 0.556 0.191
*
```

[5]
ORCA calculation (ωB97M-V with the def2-TZVPD basis set) on C3H8N2OS in the gas phase at a distorted geometry.

Computed properties:
HOMO level	-8.94	eV
energy above the lowest of the compared OMol25 structures with the same formula, charge and spin	0.808	eV
lowest unoccupied orbital energy	0.72	eV
calculated total energy	-19103.694	eV
SMILES string	NC(=O)[C@H](N)CS

ORCA input file:
```
! RIJCOSX wB97M-V def2-TZVPD def2/J DEFGRID3
* xyz 0 1
N 1.176 1.449 -0.296
C 0.040 0.566 0.126
C 0.609 -0.197 1.376
S -0.682 -0.659 2.554
C -0.117 -0.483 -0.991
N -1.302 -0.517 -1.632
O 0.814 -1.208 -1.282
H 0.877 2.393 -0.525
H -1.270 -1.841 2.148
H 1.591 1.067 -1.132
H -0.837 1.113 0.453
H 1.265 -0.934 0.921
H 1.257 0.459 1.955
H -1.386 -1.347 -2.199
H -2.035 0.140 -1.475
*
```

[6]
ORCA calculation (ωB97M-V with the def2-TZVPD basis set) on a gas-phase ion, C4H9O2 (charge -1) at a distorted geometry.

Computed properties:
HOMO level	-2.34	eV
energy above the lowest of the compared OMol25 structures with the same formula, charge and spin	2.879	eV
lowest unoccupied orbital energy	3.50	eV
calculated total energy	-8387.613	eV
SMILES string	[O-]CCCCO

ORCA input file:
```
! RIJCOSX wB97M-V def2-TZVPD def2/J DEFGRID3
* xyz -1 1
C -1.144 -1.316 -0.453
O -2.528 -1.274 -0.111
C -0.436 -0.046 -0.014
C 1.060 0.090 -0.261
C 1.512 1.545 0.505
O 2.730 1.999 0.445
H -0.649 -2.253 -0.208
H -1.078 -1.208 -1.565
H -2.576 -1.260 0.850
H -0.635 -0.082 1.099
H -0.919 0.789 -0.522
H 1.577 -0.798 0.103
H 1.339 0.255 -1.311
H 0.975 1.412 1.552
H 0.772 2.146 -0.106
*
```